1.
C4H5ClN3O4 | ωB97M-V/def2-TZVPD

Structure (XYZ):
```
17
Properties=species:S:1:pos:R:3:mulliken_charge:R:1
C 0.78721 1.14238 0.59261 -1.137
C 1.18346 0.45506 -0.59014 0.695
Cl 2.89153 -0.22647 -0.73608 -0.216
C 0.17093 -1.01434 -0.84136 -0.530
N -0.63564 -1.13558 0.10807 0.116
N -1.59454 -1.99164 0.26786 -0.601
C -2.31458 -2.35234 1.62808 0.469
O -2.81104 -3.45254 1.47515 -0.717
O -2.28602 -1.52592 2.43480 -0.567
N 0.81593 1.10093 -1.88046 0.936
O 1.38903 0.79045 -2.93345 -0.600
O -0.00413 1.96886 -1.79581 -0.609
H 0.09989 1.93705 0.54515 0.323
H 0.20155 0.31124 0.98859 0.489
H 1.53918 1.49540 1.42939 0.260
H 0.35660 -1.47373 -1.78236 0.423
H -1.60405 -2.89564 -0.29686 0.266
```

Kohn-Sham gap in eV: 8.063
Energy above the lowest of the compared OMol25 structures with the same formula, charge and spin in kJ/mol: 89.2
SMILES string: C[C@@](Cl)(/C=N/NC(=O)[O-])[N+](=O)[O-]
E_HOMO in eV: -5.15
E_tot in eV: -29408.453
Total charge: -1


2.
Br2I4Sn2Y | ωB97M-V/def2-TZVPD

Structure (XYZ):
```
9
Properties=species:S:1:pos:R:3:mulliken_charge:R:1
Y 1.74904 -0.65922 0.15366 0.735
Sn 1.16098 -0.39463 -3.69929 0.700
Sn -4.57502 2.13513 2.25355 0.962
I 0.26224 -1.71913 2.63137 -0.347
I 3.42762 -2.07735 -3.12168 -0.152
I -6.95635 2.61837 3.34959 0.028
I 4.32209 0.66523 1.22480 -0.298
Br 0.64908 1.44609 -1.31114 -0.328
Br -0.03966 -2.01451 -1.48086 -0.301
```

Kohn-Sham gap in eV: 3.941
E_HOMO in eV: -10.64
E_tot in eV: -185193.293
Total charge: +1


3.
C25H31IN5O2PdS | ωB97M-V/def2-TZVPD

Structure (XYZ):
```
66
Properties=species:S:1:pos:R:3:mulliken_charge:R:1
Pd -0.54832 0.61920 -1.55457 1.002
C 4.34402 -2.06932 -1.19863 -0.304
C 4.41509 -0.92967 -0.39061 -1.146
C 3.48790 0.06858 -0.54561 0.048
C 2.43912 -0.09389 -1.49906 0.395
C 2.32289 -1.30582 -2.23846 -0.237
C 3.30716 -2.25095 -2.12593 -1.011
N 1.52255 0.86782 -1.74332 -0.067
C 1.84691 2.18328 -1.70382 0.716
C 3.16651 2.69997 -1.77883 -0.214
C 3.36561 4.06169 -1.72696 -0.963
C 2.27588 4.93009 -1.64453 -0.528
C 0.95325 4.46151 -1.63323 -0.550
C 0.75895 3.10945 -1.69050 -0.052
N -0.51424 2.48873 -1.74891 0.924
N -1.55291 3.17135 -1.80164 -0.990
C -2.70624 2.39300 -1.80448 0.067
C -3.94213 2.99985 -1.88365 -0.337
C -5.07108 2.18135 -1.88541 -0.439
C -4.90256 0.81380 -1.79739 -0.856
C -3.61715 0.27606 -1.71397 -0.142
N -2.53653 1.04081 -1.72937 -0.044
H 5.09497 -2.84218 -1.08854 0.483
H 5.19189 -0.84419 0.35677 0.501
H 3.48209 0.93249 0.10692 0.713
H 1.52075 -1.39833 -2.95855 0.715
H 3.29474 -3.13475 -2.74939 0.561
H 4.00139 2.03577 -1.95215 0.658
H 4.36697 4.46392 -1.79618 0.460
H 2.44856 5.99928 -1.64271 0.459
H 0.11963 5.14843 -1.59908 0.564
H -4.00715 4.07762 -1.93697 0.556
H -6.05992 2.61491 -1.94951 0.460
H -5.75185 0.14460 -1.79483 0.467
H -3.45887 -0.79068 -1.62970 0.470
C 1.50782 -0.08574 5.45687 -1.374
C 1.35377 -0.40792 3.97493 -0.026
C 0.30726 0.49304 3.32424 -1.288
S -0.06974 -0.03436 1.63197 0.987
O -0.28810 1.23151 0.81419 -0.658
C -1.71482 -0.71986 1.89437 -0.609
C -1.68378 -2.07210 2.60124 -0.181
C -3.03641 -2.76806 2.50570 -1.419
H 2.27712 -0.70825 5.90970 0.388
H 0.57618 -0.26274 5.99553 0.350
H 1.79030 0.95686 5.60737 0.345
H 1.06908 -1.45645 3.84954 0.290
H 2.30928 -0.27855 3.45948 0.279
H 0.65811 1.51946 3.20392 0.584
H -0.62035 0.51582 3.89793 0.428
H -2.14517 -0.80406 0.89233 -0.033
H -2.28551 0.02168 2.45636 0.699
H -1.41938 -1.92904 3.65114 0.311
H -0.90275 -2.70482 2.16663 0.211
H -3.82662 -2.15715 2.94357 0.373
H -3.02204 -3.71873 3.03576 0.378
H -3.30120 -2.97355 1.46577 0.287
N -1.59856 -3.08607 -2.60292 -0.310
C -0.79629 -2.64009 -1.65206 0.639
O -0.65874 -1.42067 -1.41391 -0.331
C 0.02782 -3.63062 -0.87787 -1.103
I -1.04187 -5.34926 -0.21646 0.232
H -2.07540 -2.44864 -3.22120 0.237
H -1.72601 -4.07914 -2.74421 0.186
H 0.45276 -3.12530 -0.01633 0.279
H 0.82539 -4.00094 -1.52078 0.507
```

Kohn-Sham gap in eV: 4.564
Energy above the lowest of the compared OMol25 structures with the same formula, charge and spin in kJ/mol: 49.8
E_HOMO in eV: -16.86
E_tot in eV: -60361.576
Total charge: +3


4.
C2H2O4S | ωB97M-V/def2-TZVPD

Structure (XYZ):
```
9
Properties=species:S:1:pos:R:3:mulliken_charge:R:1
C -0.55980 0.67107 0.08671 -0.118
C -0.39400 -0.62797 -0.14080 -0.251
O -2.16145 -2.46325 -1.07551 -0.542
O -2.23499 -1.86572 1.25065 -0.505
O -1.85350 1.04793 0.00959 -0.201
O -2.75379 -0.18331 -0.58786 -0.370
S -1.90038 -1.52018 -0.07031 1.104
H 0.11541 1.44718 0.10138 0.447
H 0.32524 -1.30004 -0.45696 0.437
```

Kohn-Sham gap (spin up / spin down) in eV: 9.080 / 7.176
Energy above the lowest of the compared OMol25 structures with the same formula, charge and spin in kJ/mol: 215.6
Spin multiplicity: 3
E_HOMO (spin up / spin down) in eV: -9.13 / -10.88
E_tot in eV: -21124.204
Total charge: 0


5.
C46H57N9O2P2SV | ωB97M-V/def2-TZVPD

Structure (XYZ):
```
118
Properties=species:S:1:pos:R:3:mulliken_charge:R:1
V 11.40540 8.78834 15.92877 -1.472
C 12.55348 9.55902 11.50400 -0.779
C 11.70626 10.81760 11.15635 -0.761
C 10.85806 11.13468 12.11939 -0.072
C 10.57901 10.51402 13.28455 0.820
N 11.43506 9.40559 13.65413 0.127
C 12.35715 9.03860 12.86833 0.080
C 9.50874 10.60661 14.26607 0.653
C 8.26398 11.22496 13.84632 -1.299
C 7.47656 11.71810 14.95697 -1.077
C 7.76512 11.36371 16.20813 -0.648
C 8.82031 10.51982 16.48214 -0.554
C 9.76456 10.01599 15.51229 1.961
H 13.12951 9.06089 10.71832 0.380
H 12.02483 11.25321 10.25975 0.468
H 10.21760 12.13252 12.02810 0.026
H 13.19481 8.22439 12.84037 0.099
H 8.07340 11.35720 12.82091 0.698
H 6.61201 12.19860 14.63300 0.567
H 7.05392 11.55816 17.10195 0.125
H 9.18811 10.21798 17.37536 0.873
O 11.98103 9.04037 17.77925 -0.308
O 13.38437 8.55145 17.88845 -0.295
S 13.87073 8.93870 16.28269 -0.412
N 14.19290 14.73604 13.94377 -0.790
C 13.40176 13.78497 13.86386 0.463
N 14.01823 12.24422 13.84931 -0.378
N 12.16056 13.65936 13.79293 -0.107
C 11.35451 14.67601 13.73758 0.487
N 10.52065 15.45819 13.59570 -0.876
H 15.43327 14.80310 13.76416 0.216
H 12.27163 21.87858 17.65624 0.002
H 14.95192 11.96233 13.66432 0.187
H 13.43968 11.60914 13.19304 0.103
C 15.98085 15.38064 18.63695 -0.529
C 15.34014 15.51481 17.43119 -0.697
C 14.23611 14.78614 17.18120 -0.194
C 13.64623 13.98361 18.17680 -0.029
C 14.33698 13.77393 19.30081 0.004
C 15.44264 14.54536 19.56271 -0.604
P 11.94275 13.37299 17.81412 0.648
C 10.90122 14.94970 17.55351 0.888
C 9.77364 14.72896 16.73571 -0.777
C 8.85842 15.76585 16.82815 -0.681
C 9.01011 16.86020 17.72289 -0.298
C 10.13946 17.03979 18.52406 -0.647
C 11.06289 16.05635 18.38575 -0.502
C 11.36123 12.81112 19.44827 0.350
C 10.87785 13.68582 20.53937 -0.305
C 10.35878 13.01657 21.75272 -0.540
C 10.39898 11.65266 21.92675 -1.177
C 10.95872 10.96828 20.84474 0.212
C 11.31793 11.41078 19.65899 0.174
H 16.86868 15.92719 18.63565 0.407
H 15.76597 16.15359 16.71184 0.486
H 13.62894 14.86302 16.25923 0.221
H 14.03459 13.19749 20.31124 0.120
H 15.99944 14.52840 20.51997 0.261
H 9.67102 13.86373 16.09753 0.633
H 7.93548 15.84381 16.22383 0.308
H 8.07304 17.59375 17.62011 0.105
H 10.16043 17.97618 19.18256 0.288
H 12.01600 16.17413 18.94400 0.358
H 10.68509 14.77710 20.58460 0.237
H 9.77346 13.57351 22.50394 0.268
H 10.33515 11.18792 22.75854 0.602
H 11.23188 9.89228 20.99030 0.205
H 11.89812 10.78148 18.92093 -0.098
N 11.05679 7.00721 15.46514 -0.348
P 10.27526 5.88973 16.37977 -0.899
N 10.87665 4.41258 15.88789 0.959
C 10.38311 3.00561 16.54032 -0.332
C 10.47238 2.03029 15.33883 -0.321
C 10.17330 2.65869 14.04507 -0.485
C 11.22010 3.63187 13.53260 -0.305
C 11.82499 4.21211 14.69180 -1.082
N 10.48891 5.80246 18.03121 0.608
C 9.75776 6.71568 18.74848 -0.810
C 10.48668 7.56540 19.84539 -1.519
C 11.31253 6.54947 20.79561 -1.100
C 11.68614 5.31376 20.09002 -0.766
C 11.83428 5.56903 18.48291 -0.530
N 8.57175 6.00804 16.05480 1.061
C 8.04355 7.00771 15.27463 -0.276
C 7.22951 6.54731 14.05149 -1.427
C 6.11088 5.56463 14.46794 -0.662
C 6.44551 4.60204 15.62677 -0.469
C 7.55788 5.16616 16.75553 -0.629
H 9.09219 2.93966 17.00727 0.094
H 11.23431 2.90434 17.33813 0.230
H 9.64300 1.34713 15.70762 0.340
H 11.94658 1.84200 15.26233 0.227
H 8.77432 3.38143 13.68007 0.034
H 10.21998 1.85236 13.06524 0.237
H 10.50155 4.72653 13.29272 0.107
H 12.18499 3.06578 12.99143 0.411
H 12.83380 4.98615 14.62605 0.084
H 12.66998 3.63466 15.41186 0.415
H 8.91810 6.24945 19.24961 0.213
H 9.39871 7.64817 18.13477 -0.094
H 9.99251 7.96439 20.43494 3.111
H 11.20367 8.19720 19.12867 -0.755
H 10.97646 6.50143 21.75192 0.527
H 12.51987 7.14014 20.94480 0.130
H 10.41935 4.69519 20.56040 0.065
H 12.62707 4.29238 20.17863 0.177
H 12.17616 4.52657 17.60956 0.284
H 12.46200 6.26527 18.22252 0.744
H 8.76229 7.56001 14.95496 0.190
H 7.26524 7.79667 15.87737 -0.091
H 7.77284 6.05453 13.38477 0.613
H 6.71019 7.41936 13.81876 0.519
H 5.60824 4.60119 13.56230 0.240
H 5.19788 6.21193 14.72356 0.252
H 6.84546 3.76454 14.95959 0.258
H 5.38906 4.14835 16.47099 0.154
H 7.76321 4.01860 16.97968 -0.232
H 7.12759 5.94500 17.38191 0.646
```

Kohn-Sham gap (spin up / spin down) in eV: 5.339 / 5.509
Spin multiplicity: 4
E_HOMO (spin up / spin down) in eV: -1.67 / -1.84
E_tot in eV: -121200.196
Total charge: -2


6.
C4H10O2 | ωB97M-V/def2-TZVPD

Structure (XYZ):
```
16
Properties=species:S:1:pos:R:3:mulliken_charge:R:1
C 1.06336 -1.55137 -1.29447 -1.192
C -0.07044 -1.04117 -0.40677 -0.487
C 0.19750 0.30940 0.24191 0.273
O 0.53440 1.24833 -0.75817 -0.543
C -1.00917 0.83401 1.00737 -0.616
O -0.63878 2.14663 1.40780 -0.551
H 0.80921 -2.53343 -1.70933 0.369
H 1.24371 -0.86561 -2.12676 0.288
H 1.99946 -1.65844 -0.73441 0.300
H -0.98500 -0.95341 -1.00743 0.352
H -0.27593 -1.76984 0.38915 0.315
H 1.01815 0.22614 0.97738 0.181
H 0.42565 2.11516 -0.33686 0.347
H -1.22847 0.18686 1.86824 0.355
H -1.89260 0.85842 0.34943 0.307
H -1.19104 2.44832 2.13293 0.301
```

Kohn-Sham gap in eV: 10.796
Energy above the lowest of the compared OMol25 structures with the same formula, charge and spin in kJ/mol: 61.3
SMILES string: CC[C@@H](O)CO
E_HOMO in eV: -10.04
E_tot in eV: -8404.912
Total charge: 0


7.
C36H38F17N7Si | ωB97M-V/def2-TZVPD

Structure (XYZ):
```
99
Properties=species:S:1:pos:R:3:mulliken_charge:R:1
F 1.41577 -2.38176 1.23281 -0.189
C 0.15039 -2.73040 1.02273 0.534
F -0.58725 -2.38480 2.06908 -0.212
F 0.08092 -4.04577 0.86839 -0.260
C -0.34771 -2.06714 -0.29028 0.553
F -1.63356 -2.37365 -0.47832 -0.203
F 0.37282 -2.64822 -1.28046 -0.291
C -0.11728 -0.52091 -0.47950 0.568
F -0.82447 -0.15665 -1.56013 -0.215
F 1.19778 -0.36883 -0.74626 -0.267
C -0.40463 0.50615 0.66901 0.535
F -0.01478 1.71146 0.19805 -0.295
F 0.38537 0.18036 1.70132 -0.279
C -1.87021 0.69462 1.19786 0.729
F -2.51868 -0.48670 1.20327 -0.223
F -1.77446 1.11384 2.47308 -0.316
C -2.73693 1.75892 0.43334 0.532
F -2.42373 2.97348 0.94471 -0.305
F -2.47638 1.80541 -0.88992 -0.292
C -4.27190 1.54962 0.61855 0.353
F -4.51627 1.31382 1.93239 -0.331
F -4.83688 2.73423 0.30451 -0.249
C -4.93891 0.42242 -0.25315 0.540
F -5.70048 1.04723 -1.20887 -0.278
F -3.96502 -0.26027 -0.94001 -0.244
Si -6.06254 -0.86049 0.69078 0.491
H -5.98732 -2.10873 -0.08875 -0.153
H -5.52517 -1.16081 2.02659 -0.097
H -7.43314 -0.33074 0.74284 -0.145
C -4.58816 7.00798 -1.85106 -0.801
C -4.90152 6.24934 -3.01246 -0.589
C -4.38752 4.99242 -2.82947 -0.411
N -3.77727 4.96387 -1.60748 0.101
C -3.89390 6.18194 -1.00489 -0.408
H -4.83938 8.03869 -1.66127 0.496
H -5.44078 6.58833 -3.88063 0.424
H -4.40843 4.12043 -3.46004 0.425
H -3.31412 4.16905 -1.20894 0.252
H -3.47651 6.35668 -0.02847 0.486
C 6.00671 -3.62103 -0.13675 -0.132
C 5.77549 -2.32862 0.40695 -1.032
C 4.47158 -2.00422 0.14514 -0.255
N 3.90764 -3.04820 -0.53502 0.077
C 4.83382 -4.03851 -0.70968 -0.506
H 6.92744 -4.18022 -0.09985 0.477
H 6.48500 -1.71058 0.93045 0.402
H 3.89911 -1.12460 0.38442 0.416
H 2.95802 -3.08194 -0.85694 0.136
H 4.57642 -4.95144 -1.22049 0.405
C -5.86438 -6.26593 0.84957 -0.470
C -7.22135 -6.54818 1.16525 -0.372
C -7.99875 -5.72706 0.39431 -0.546
N -7.16492 -4.96004 -0.37336 0.007
C -5.86237 -5.28235 -0.10253 -0.526
H -4.99109 -6.73308 1.27254 0.407
H -7.58350 -7.27185 1.87563 0.390
H -9.06797 -5.62469 0.32591 0.390
H -7.46394 -4.26648 -1.03283 0.224
H -5.05041 -4.78849 -0.60837 0.510
C -6.42281 6.63136 3.29820 -0.826
C -7.63384 7.32743 3.03639 -0.419
C -7.76363 7.42315 1.67535 -0.588
N -6.68099 6.81373 1.10683 0.197
C -5.86064 6.32775 2.08611 -0.320
H -6.01355 6.38184 4.26269 0.417
H -8.32838 7.71344 3.76329 0.392
H -8.53099 7.87112 1.06800 0.422
H -6.50324 6.73332 0.11990 0.169
H -4.95339 5.80724 1.82996 0.561
C 9.27158 -8.07305 -1.28348 -0.427
C 8.18996 -8.63911 -0.55438 -0.553
C 7.13320 -7.77423 -0.65405 -0.334
N 7.53478 -6.71072 -1.41522 0.006
C 8.83532 -6.88363 -1.80233 -0.537
H 10.25577 -8.49123 -1.41126 0.409
H 8.18954 -9.57274 -0.01762 0.393
H 6.13683 -7.82398 -0.24978 0.361
H 6.96428 -5.91954 -1.65111 0.240
H 9.33505 -6.15005 -2.41222 0.427
C 0.29226 7.30196 2.64149 -0.602
C -0.02342 8.58135 3.17499 -0.412
C -1.31270 8.86801 2.81391 -0.521
N -1.78550 7.81345 2.08352 0.141
C -0.81613 6.85430 1.97398 -0.346
H 1.22512 6.77251 2.73778 0.393
H 0.62230 9.21677 3.75714 0.391
H -1.93033 9.72624 3.01393 0.380
H -2.70742 7.75422 1.69249 0.164
H -0.99589 5.93962 1.43474 0.438
C 13.39669 -4.05391 -3.11485 -0.555
C 12.31376 -4.62540 -2.39246 -0.309
C 11.25795 -3.75977 -2.49109 -0.511
N 11.66020 -2.68982 -3.24251 -0.011
C 12.96225 -2.86030 -3.62601 -0.448
H 14.38115 -4.47127 -3.24239 0.384
H 12.31079 -5.56214 -1.86062 0.433
H 10.26001 -3.81183 -2.09048 0.476
H 11.08829 -1.89982 -3.47460 0.186
H 13.46541 -2.12319 -4.22748 0.370
```

Kohn-Sham gap in eV: 8.525
SMILES string: FC(F)(F)C(F)(F)C(F)(F)C(F)(F)C(F)(F)C(F)(F)C(F)(F)C(F)(F)[SiH3].c1cc[nH]c1.c1cc[nH]c1.c1cc[nH]c1.c1cc[nH]c1.c1cc[nH]c1.c1cc[nH]c1.c1cc[nH]c1
E_HOMO in eV: -8.22
E_tot in eV: -102451.477
Total charge: 0


8.
C13H17N3O3V | ωB97M-V/def2-TZVPD

Structure (XYZ):
```
37
Properties=species:S:1:pos:R:3:mulliken_charge:R:1
C -0.27348 0.95958 2.49893 -1.132
C 0.20743 -1.26249 3.19701 -0.836
H 0.74836 1.00671 2.87662 0.431
H -0.99736 0.62862 3.24126 0.415
H -0.55457 1.97409 2.18452 0.487
H 0.48113 -2.30277 3.19906 0.383
H 0.98511 -0.64487 3.62775 0.296
H -0.68138 -1.21906 3.82267 0.436
C 0.54915 2.50139 -0.62798 0.052
C 0.92531 3.37237 -1.65518 -0.842
C 1.12490 2.88125 -2.95424 -0.394
C 0.96721 1.53122 -3.23480 -0.799
H 0.39496 2.80364 0.41452 0.322
H 1.04564 4.43758 -1.43288 0.403
H 1.40570 3.53429 -3.76416 0.494
H 1.16176 1.03550 -4.19908 0.373
N 0.35625 1.17392 -0.89992 0.128
C 0.55713 0.70542 -2.18991 0.442
C 0.42306 -0.71814 -2.32212 0.869
N 0.08575 -1.32295 -1.13278 -0.113
C -0.11931 -2.65599 -1.03847 0.002
C 0.52022 -2.87407 -3.36520 -0.497
C 0.11043 -3.45112 -2.15166 -0.776
H -0.46402 -2.99782 -0.06004 0.481
H -0.01605 -4.52323 -2.06498 0.423
C 0.68576 -1.49686 -3.45561 -0.691
H 1.05903 -1.00867 -4.35215 0.394
H 0.72978 -3.49847 -4.23583 0.462
V -0.44434 -0.10341 0.31625 1.472
C -2.46741 0.13971 0.18115 -1.052
H -2.92965 -0.83630 -0.02877 0.375
H -2.71005 0.87737 -0.59633 0.334
H -2.79034 0.50594 1.16989 0.365
O 1.07080 0.68591 5.50030 -0.268
N -0.00984 0.67300 6.12124 0.559
O -1.07609 0.36662 5.55701 -0.263
O -0.06096 -0.87794 1.85390 -0.734
```

Kohn-Sham gap (spin up / spin down) in eV: 7.361 / 7.382
Spin multiplicity: 2
E_HOMO (spin up / spin down) in eV: -15.77 / -15.81
E_tot in eV: -50034.068
Total charge: +2


- Look up the total charge of the fifth one.
  -2


- What is the total charge in the first record?
  -1


- What is the formula in the fifth record?
  C46H57N9O2P2SV